(1)
DFT (ωB97M-V/def2-TZVPD) results for a structure of composition C38H45Br2INO2PSc.

Values from the calculation:
* orbital gap: 7.53 eV
* total charge: +1
* LUMO level: -2.914 eV
* HOMO energy: -10.45 eV
* spin multiplicity: 1

Element x y z (Å)
1 Sc 2.328 0.210 -0.047
2 I 5.318 0.440 -0.367
3 C 5.601 -1.035 1.087
4 C 6.879 -1.242 1.508
5 C 7.129 -2.259 2.459
6 C 6.100 -3.029 2.909
7 C 4.774 -2.817 2.454
8 C 3.719 -3.662 2.895
9 C 2.450 -3.481 2.441
10 C 2.176 -2.407 1.558
11 C 3.132 -1.532 1.105
12 C 4.478 -1.774 1.538
13 H 7.697 -0.649 1.124
14 H 8.140 -2.425 2.806
15 H 6.282 -3.826 3.621
16 H 3.953 -4.465 3.586
17 H 1.654 -4.144 2.758
18 H 1.145 -2.283 1.236
19 C 2.595 -1.647 -3.093
20 C 2.213 -0.211 -3.304
21 C 1.864 0.277 -4.582
22 C 1.517 1.584 -4.738
23 C 1.525 2.469 -3.631
24 C 1.182 3.844 -3.680
25 Br 0.625 4.632 -5.299
26 C 1.249 4.611 -2.556
27 C 1.655 4.046 -1.329
28 Br 1.668 5.123 0.208
29 C 1.984 2.720 -1.215
30 O 2.359 2.149 -0.071
31 C 1.911 1.929 -2.398
32 N 2.223 0.591 -2.265
33 H 2.069 -2.303 -3.784
34 H 2.389 -1.981 -2.075
35 H 3.667 -1.772 -3.263
36 H 1.866 -0.403 -5.423
37 H 1.237 1.963 -5.712
38 H 0.992 5.660 -2.596
39 O 0.342 0.065 0.062
40 P -1.153 -0.017 0.468
41 C -1.919 -1.156 -0.696
42 C -3.454 -1.402 -0.566
43 C -4.218 -0.933 -1.800
44 C -3.740 -1.646 -3.071
45 C -2.214 -1.867 -3.074
46 C -1.499 -0.878 -2.156
47 C -1.748 1.676 0.500
48 C -3.194 1.875 1.004
49 C -3.606 3.328 0.770
50 C -3.696 3.657 -0.731
51 C -2.764 2.772 -1.569
52 C -1.477 2.458 -0.817
53 C -1.183 -0.722 2.120
54 C -0.431 0.173 3.120
55 C -0.009 -0.667 4.337
56 C -1.031 -1.772 4.652
57 C -2.432 -1.328 4.245
58 C -2.535 -1.181 2.717
59 H -1.395 -2.076 -0.399
60 H -3.868 -0.940 0.325
61 H -3.615 -2.475 -0.440
62 H -4.106 0.147 -1.910
63 H -5.285 -1.106 -1.654
64 H -4.036 -1.065 -3.945
65 H -4.247 -2.608 -3.160
66 H -1.822 -1.785 -4.088
67 H -1.981 -2.882 -2.738
68 H -1.754 0.143 -2.447
69 H -0.416 -0.967 -2.251
70 H -1.071 2.084 1.261
71 H -3.257 1.632 2.065
72 H -3.889 1.209 0.483
73 H -2.866 3.973 1.254
74 H -4.555 3.533 1.264
75 H -3.442 4.708 -0.885
76 H -4.723 3.536 -1.077
77 H -2.527 3.257 -2.518
78 H -3.277 1.845 -1.829
79 H -0.995 3.400 -0.543
80 H -0.757 1.940 -1.448
81 H -0.562 -1.613 1.965
82 H -1.089 0.991 3.427
83 H 0.446 0.640 2.671
84 H 0.103 -0.007 5.199
85 H 0.972 -1.108 4.149
86 H -0.996 -2.027 5.711
87 H -0.775 -2.690 4.112
88 H -2.660 -0.373 4.728
89 H -3.188 -2.033 4.589
90 H -3.338 -0.485 2.474
91 H -2.811 -2.139 2.275

Atomic partial charges in e from the Löwdin method, atoms 1 to 6:
1 Sc 0.86
2 I 1.16
3 C -0.61
4 C -0.15
5 C -0.06
6 C -0.02

---

(2)
DFT (ωB97M-V/def2-TZVPD) results for a structure of composition C38H45HgN6O2Te in a non-equilibrium geometry.

Values from the calculation:
* orbital gap (alpha / beta): 6.34 / 6.82 eV
* LUMO level (alpha / beta): 0.371 / -0.345 eV
* HOMO energy (alpha / beta): -5.97 / -7.16 eV
* spin multiplicity: 2
* expectation value of S²: 0.753

Element x y z (Å)
1 Hg -1.242 0.636 0.987
2 N -0.449 3.514 0.808
3 C -1.347 4.372 1.569
4 C -1.272 4.041 3.057
5 N -1.422 2.615 3.267
6 C -1.915 2.197 4.560
7 C -2.522 0.795 4.506
8 N -1.625 -0.145 3.840
9 H -0.398 3.796 -0.163
10 H 0.493 3.501 1.194
11 H -1.141 5.446 1.446
12 H -2.363 4.176 1.218
13 H -0.317 4.422 3.453
14 H -2.079 4.571 3.568
15 H -0.543 2.144 3.066
16 H -1.123 2.199 5.328
17 H -2.701 2.886 4.879
18 H -2.766 0.497 5.536
19 H -3.454 0.820 3.934
20 H -0.712 -0.153 4.282
21 H -2.002 -1.083 3.848
22 C 2.119 -1.811 -4.504
23 C 1.660 -1.578 -3.087
24 C 2.316 -0.685 -2.257
25 C 1.894 -0.442 -0.957
26 C 2.443 0.702 -0.224
27 O 1.749 1.457 0.433
28 C 3.911 0.983 -0.332
29 C 4.855 -0.031 -0.470
30 C 6.207 0.275 -0.465
31 C 6.621 1.595 -0.355
32 C 5.685 2.613 -0.231
33 C 4.336 2.305 -0.213
34 C 0.772 -1.151 -0.387
35 O 0.507 -1.082 0.848
36 C 0.011 -1.955 -1.321
37 C 0.504 -2.178 -2.606
38 C -1.361 -2.398 -1.000
39 N -2.050 -1.847 -0.049
40 C -3.437 -2.227 0.205
41 C -4.490 -1.422 -0.588
42 Te -4.284 0.731 -0.464
43 C -3.379 0.829 -2.388
44 C -2.005 0.910 -2.567
45 C -1.470 0.855 -3.847
46 C -2.302 0.726 -4.948
47 C -3.678 0.652 -4.773
48 C -4.215 0.715 -3.496
49 C -1.986 -3.418 -1.908
50 C -2.596 -2.968 -3.079
51 C -3.283 -3.851 -3.896
52 C -3.370 -5.192 -3.550
53 C -2.759 -5.646 -2.391
54 C -2.071 -4.763 -1.570
55 H 2.879 -1.086 -4.792
56 H 1.279 -1.727 -5.197
57 H 2.545 -2.810 -4.626
58 H 3.147 -0.108 -2.648
59 H 4.524 -1.058 -0.556
60 H 6.940 -0.518 -0.543
61 H 7.678 1.827 -0.355
62 H 6.009 3.642 -0.140
63 H 3.582 3.072 -0.096
64 H -0.070 -2.801 -3.281
65 H -3.601 -2.041 1.271
66 H -3.625 -3.289 0.002
67 H -5.483 -1.669 -0.214
68 H -4.440 -1.650 -1.650
69 H -1.343 0.996 -1.712
70 H -0.396 0.900 -3.978
71 H -1.885 0.685 -5.946
72 H -4.329 0.538 -5.630
73 H -5.287 0.670 -3.352
74 H -2.514 -1.920 -3.347
75 H -3.753 -3.488 -4.802
76 H -3.906 -5.882 -4.188
77 H -2.823 -6.693 -2.126
78 H -1.594 -5.114 -0.663
79 C 3.537 -1.829 3.048
80 C 2.892 -0.491 3.174
81 C 3.354 0.694 3.708
82 C 2.292 1.609 3.564
83 N 1.255 1.017 2.993
84 N 1.629 -0.252 2.774
85 C 2.272 3.045 3.976
86 H 4.513 -1.815 3.527
87 H 3.664 -2.098 1.997
88 H 2.926 -2.597 3.523
89 H 4.323 0.887 4.136
90 H 1.053 -0.835 2.168
91 H 3.178 3.288 4.527
92 H 1.408 3.258 4.607
93 H 2.221 3.691 3.098

Atomic partial charges in e from the Löwdin method, atoms 1 to 6:
1 Hg 0.94
2 N -0.02
3 C -0.28
4 C -0.24
5 N -0.10
6 C -0.24

---

Energy above the lowest of the compared OMol25 structures with the same formula, charge and spin for every record listed, in sequence, given in kcal/mol: 6.6 2.8.